[1]
C20H30B2BrClF4N6O6Sn | wB97M-V/def2-TZVPD

The geometry in XYZ format:
```
71
Properties=species:S:1:pos:R:3:forces:R:3
H -3.3119 2.0494 2.5623 0.0 0.0 0.0
H 2.6122 -2.6406 0.4542 0.0 0.0 0.0
H 0.8346 -5.0594 -2.8350 0.0 0.0 -0.1
H 0.8285 3.8946 0.0702 0.0 0.1 0.1
C -3.2255 1.4356 -1.4210 0.2 0.0 0.2
C -0.9570 2.7217 0.1864 0.4 0.0 -0.2
F -0.6979 -1.9118 1.7343 0.5 0.0 -0.1
C 0.7846 -2.9882 -3.4054 0.2 0.1 0.1
H -1.2299 2.9630 -3.6809 0.1 -0.1 0.0
N 1.7207 -3.1046 0.3093 -0.3 0.2 -0.2
H 0.4080 3.3238 1.7068 0.0 0.0 0.0
C 2.6984 1.3261 0.6341 0.1 0.0 -0.1
C -2.4473 2.6562 2.2953 0.0 0.0 0.0
H -2.9894 2.1879 -5.1971 0.0 0.0 0.0
H 2.4965 0.4299 3.9878 0.1 0.0 0.0
H -2.7675 3.6484 1.9845 0.0 0.0 0.0
H 2.1251 -4.5320 -3.9079 0.0 -0.1 0.0
C -3.0532 1.9652 -4.1413 -0.1 0.0 0.0
H 3.0794 -3.2291 -1.8827 0.1 0.0 0.0
C 1.5506 -4.2512 -3.0228 -0.1 0.1 0.3
C 3.0476 0.8579 3.1550 -0.2 0.0 0.0
Sn -0.0462 -0.9414 -0.4077 -0.3 -0.5 0.1
Cl -1.6153 -4.5010 0.3238 0.2 -0.2 -0.1
O -1.6808 0.1151 2.4234 -0.1 0.1 0.4
C -3.0213 -2.0824 0.3529 -0.4 0.1 0.2
C 0.0183 3.6969 0.7615 0.2 0.0 0.0
N 1.1572 0.0297 1.8246 0.2 -0.1 -0.3
C -2.1112 2.0946 -1.9250 -0.2 -0.1 -0.4
N -1.0152 2.5858 -1.1049 0.1 0.0 0.4
H 1.4952 -2.1709 -3.5554 0.0 0.0 -0.1
H -0.7320 -3.3354 -2.0431 -0.1 0.0 0.1
H 0.9876 -4.8815 -0.4888 0.0 0.0 0.0
F 1.5828 2.8935 -3.4582 0.0 0.1 0.1
H -3.7859 -3.9691 1.0543 0.0 0.0 -0.1
B -0.7208 -0.9596 2.8007 0.2 0.3 0.4
H -5.0531 0.4498 -1.8590 -0.1 0.0 0.0
H 1.3615 -3.3331 1.2332 -0.1 0.2 -0.1
C -4.2304 1.0115 -2.2755 0.1 -0.1 0.1
Br -5.4543 0.5980 -4.8027 0.0 0.0 0.0
O -0.0183 3.1871 -1.8024 -0.3 0.0 -0.4
C 2.5290 -4.1750 -1.8366 -0.2 0.1 0.0
B 1.1256 2.2750 -2.3315 -0.3 -0.5 -0.2
H 3.2568 -4.9754 -1.9800 0.1 0.1 0.0
H 4.3018 2.0208 -0.5729 0.1 0.0 0.0
H -0.5099 4.6366 0.9540 -0.1 0.0 0.0
H 3.2416 1.9126 3.3569 0.0 0.0 0.0
H 2.6226 -4.9960 0.1433 0.0 -0.1 0.0
H -1.8366 2.7356 3.1981 0.0 0.0 0.0
F 0.5845 0.9905 -2.6078 -0.1 0.4 0.1
O -4.0076 -1.4391 0.6863 0.4 -0.2 -0.2
H -2.5347 -3.2499 2.0793 -0.1 -0.1 0.0
H 4.3765 2.5667 1.1060 0.0 0.0 0.0
C 4.1329 1.7222 0.4573 -0.1 0.0 -0.1
H 4.7948 0.8947 0.7161 0.0 0.0 0.0
H 0.2919 -3.1799 -4.3631 0.0 0.0 0.0
C -2.8377 -3.4425 1.0536 -0.4 0.4 0.0
O -2.1444 -1.7232 -0.5206 0.6 0.2 -0.3
C 1.9417 -4.3607 -0.4303 0.1 0.1 0.0
O 2.1997 2.1736 -1.3611 0.3 0.2 -0.1
N -1.3264 0.7328 1.2942 0.1 -0.1 -0.7
N -0.2008 -2.5465 -2.4036 -0.1 -0.2 -0.1
F -1.1525 -1.5109 3.9691 0.0 -0.1 -0.1
H -3.3515 1.1971 -0.3794 0.1 -0.1 0.1
C -1.6829 1.9534 1.2152 -0.5 0.2 0.2
C -2.0558 2.3926 -3.2889 0.3 0.0 0.2
N 1.7780 1.5558 -0.2242 -0.1 -0.2 0.2
H -0.8853 -1.9428 -2.8519 -0.1 -0.1 0.0
C -4.1259 1.2523 -3.6298 0.0 0.0 -0.1
C 2.2526 0.6815 1.8964 0.0 0.1 0.0
O 0.6575 -0.4376 2.9887 -0.3 -0.3 0.4
H 4.0110 0.3521 3.0677 0.0 0.0 0.0
```
Forces are in eV/Å.

Output
Orbital gap, eV: 7.77
Highest occupied orbital energy, eV: -8.59
DFT total energy, eV: -143077.7591
LUMO, eV: -0.81
Strongest force on any atom, eV/A: 0.70


[2]
C20H30BN10O6PPbS3 | wB97M-V/def2-TZVPD

The geometry in XYZ format:
```
72
Properties=species:S:1:pos:R:3:forces:R:3
H 5.2509 1.1159 -1.9122 0.0 0.0 0.0
H -6.1209 1.1092 -4.0866 0.0 0.0 0.0
C -4.3618 -1.6814 -4.8575 0.0 0.0 0.0
C -0.2689 -0.6540 4.4018 0.0 0.0 0.0
H -4.1909 -2.3665 -5.6769 0.0 0.0 0.0
C -5.4513 0.2692 -3.9597 0.0 0.0 0.0
C -3.9370 -0.9816 -2.6272 0.0 0.0 0.0
H -1.6369 -3.3172 5.0586 0.0 0.0 0.0
H -1.1264 -0.0278 4.1483 0.0 0.0 0.0
S -2.5185 1.5686 2.1167 0.2 -0.1 -0.3
S -3.5113 -0.3094 2.1308 -0.1 0.1 0.0
O -2.1296 -1.8217 -1.4093 0.0 -0.1 0.0
Pb 0.1221 -0.4138 0.0535 0.1 0.0 -0.1
H 1.0410 5.1498 -3.6396 0.0 0.0 0.0
N 1.7538 0.9234 1.4788 0.1 -0.1 0.0
H 1.1821 -4.0380 3.3834 0.0 0.0 0.0
H 3.7527 1.6566 -4.1511 0.0 0.0 0.0
H -2.6066 -2.5340 3.7907 0.0 0.0 0.0
H -5.7524 -0.4690 -5.9485 0.0 0.0 0.0
O -1.2381 1.2574 1.4445 -0.1 0.1 0.1
O -2.3932 1.7754 3.5397 -0.1 0.1 0.1
C 0.6238 4.7728 -2.7098 0.0 0.0 0.0
C 1.5325 1.7507 2.4981 0.0 0.0 0.0
H -0.1556 3.2031 -3.9280 0.0 0.0 0.0
C -3.6948 -1.8695 -3.6570 0.0 0.0 0.0
C 1.1773 -3.0779 3.8996 0.0 0.0 -0.1
H 4.9915 0.1116 0.3855 0.0 0.0 0.0
P -0.2910 -2.1535 3.4226 0.0 0.0 0.1
N 2.1151 0.4754 -1.5590 0.0 0.0 0.0
H -0.2143 4.0702 -0.5288 0.0 0.0 0.0
C 3.4972 -3.7167 0.4577 0.0 0.0 0.0
S -1.3860 1.3015 -2.4836 -0.1 0.0 0.0
O -3.2955 2.5189 1.3697 0.0 0.0 0.0
C -0.6738 2.7717 -2.0577 0.0 0.0 0.1
O -0.3343 -1.9331 1.9381 -0.1 0.1 0.0
N 3.4452 -1.5105 0.3524 -0.1 0.0 0.1
H -0.2970 -0.9047 5.4633 0.0 0.0 0.0
C -4.7956 0.0962 -2.7516 0.0 0.0 0.0
N -0.0993 3.5526 -2.9881 -0.1 0.0 0.0
C 3.7035 1.5147 2.3231 0.0 0.0 0.0
H 1.2205 -3.2435 4.9760 0.0 0.0 0.0
H -2.9925 -2.6762 -3.5089 0.0 0.0 0.0
N -3.7677 -0.7167 -0.3564 0.0 0.0 0.0
C 2.1811 -3.2465 0.4093 0.0 0.0 0.1
N 3.3901 0.5320 -1.1218 0.0 0.0 0.0
H 1.4520 4.5909 -2.0201 0.0 0.0 0.0
H 3.8386 -4.7356 0.5077 0.0 0.0 0.0
H 1.2492 -3.7892 0.4261 0.0 0.0 0.0
O -2.9446 -0.9858 0.7237 0.1 0.0 -0.1
N 2.1647 -1.9197 0.3532 0.0 -0.1 -0.1
H 1.2037 0.9451 -3.3670 0.0 0.0 0.0
N -3.2132 -1.2013 -1.3791 0.0 0.1 0.0
C 4.2662 -2.5698 0.4225 0.0 0.0 0.0
C -5.2388 -0.6166 -5.0076 0.0 0.0 0.0
C 2.1277 0.9152 -2.8118 0.0 0.0 0.0
H 2.0568 -2.5167 3.5800 0.0 0.0 0.0
B 3.8028 -0.0121 0.2535 0.1 0.0 0.1
C 2.7390 2.1551 3.0742 0.0 0.0 0.0
C 4.1933 1.0096 -2.0875 0.0 0.0 0.0
H 2.8837 2.8195 3.9077 0.0 0.0 0.0
C 3.4246 1.2749 -3.2003 0.0 0.0 0.0
N -0.6306 3.1940 -0.7910 0.0 0.0 0.0
H -4.9217 0.7876 -1.9319 0.0 0.0 0.0
H 0.5212 2.0052 2.7674 0.0 0.0 0.0
H 0.6428 -0.0957 4.1907 0.0 0.0 0.0
C -1.7031 -3.1098 3.9902 0.0 0.0 0.0
H -0.0294 5.5455 -2.2959 0.0 0.0 0.0
H -1.0818 2.6438 -0.0707 0.0 0.0 0.0
N 3.0959 0.7806 1.3789 0.0 0.0 -0.1
H -1.7511 -4.0491 3.4398 0.0 0.0 0.0
H 5.3342 -2.4310 0.4399 0.0 0.0 0.0
H 4.7786 1.5316 2.3845 0.0 0.0 0.0
```
Forces are in eV/Å.

Output
Orbital gap, eV: 8.45
Highest occupied orbital energy, eV: -8.15
DFT total energy, eV: -96133.5982
LUMO, eV: 0.30
Strongest force on any atom, eV/A: 0.34


[3]
C20H30BiIN6O4 | wB97M-V/def2-TZVPD

The geometry in XYZ format:
```
62
Properties=species:S:1:pos:R:3:forces:R:3
H -1.8815 1.2200 1.6017 -0.2 0.2 0.0
C -1.0544 -1.0660 0.5515 -1.1 -0.3 -2.4
C -1.1448 3.8813 0.0081 0.2 -0.1 -0.2
H 0.1510 -1.0398 5.1066 0.1 0.0 -0.3
H 2.9518 -0.2336 -6.0745 -0.1 -0.4 -0.9
N -0.3300 2.9098 -0.5545 -0.6 0.2 0.2
H -2.2833 -2.3759 1.4945 0.2 0.2 0.1
C 1.5987 0.5171 4.8196 0.2 0.2 0.0
H -3.3363 4.0751 -0.0937 0.0 0.0 0.0
C 1.2531 -4.4108 -1.5083 -0.3 0.1 -0.2
C 2.1454 -3.8231 -0.6981 0.1 0.2 0.1
C -1.1041 1.0468 3.6122 0.1 -0.1 0.4
Bi -0.2249 -0.0686 -2.0524 2.7 2.3 -2.0
N 0.5917 -3.3951 -2.1917 0.8 -0.6 0.7
O -1.6499 -2.0972 3.8747 0.2 0.6 0.1
H 1.0222 1.1886 5.4648 0.1 0.0 -0.1
H -0.0411 -4.4283 -3.8913 0.0 0.3 0.1
H 1.6246 2.7725 -1.3648 -0.3 -0.1 0.0
H 1.0245 -5.4506 -1.6464 0.0 -0.1 -0.1
C 1.1092 2.9637 -0.4160 0.5 -0.2 0.3
C -0.4304 -3.6950 -3.1690 -0.4 -0.1 -0.2
H -3.3702 0.7238 -1.8106 -0.1 0.5 0.3
C -2.1887 1.4408 2.6285 -0.4 0.2 -0.2
H -3.8583 2.2513 -2.5422 0.2 -0.1 0.1
C -3.5533 1.7859 -1.5964 -0.4 -0.5 -0.3
H 2.3995 0.0731 5.4162 0.0 0.1 0.1
C -1.0697 1.9875 -1.2330 -0.6 0.5 0.0
O 2.6535 1.4340 -3.5699 1.3 0.2 2.0
N -0.0282 -0.2221 0.6535 0.8 0.3 1.2
C -2.4112 3.5811 -0.3296 -0.1 -0.3 0.0
H 1.1802 0.2233 -5.9871 0.6 0.1 -0.1
H -0.4029 1.8776 3.7532 0.0 -0.2 -0.1
C 2.3917 1.0897 -4.6512 -1.2 1.8 0.0
C 2.9087 -1.5457 -0.1954 0.1 0.3 0.3
H -4.3830 1.8897 -0.8861 0.2 0.0 0.0
H 1.3467 3.9782 -0.0768 0.1 -0.1 -0.1
C 1.0592 -2.1690 -1.8143 0.4 -0.6 -0.3
C -0.2808 -0.1858 3.1786 0.2 -0.4 0.1
H 2.8533 -4.2386 -0.0036 0.0 -0.1 0.0
H -1.3013 -4.1479 -2.6728 0.2 0.2 -0.1
H -0.7264 4.6959 0.5672 -0.1 0.1 0.1
H -1.5442 0.8263 4.5945 0.1 0.0 -0.1
H 2.0329 1.0799 3.9867 0.0 -0.1 0.3
H -3.1277 0.9135 2.8349 0.2 0.0 -0.1
I -2.2420 -0.4492 -3.9211 -1.2 -0.4 -1.7
C 2.2275 0.5946 -5.9343 0.0 -0.9 -0.9
H 2.4057 1.4082 -6.6702 -0.2 -0.5 0.0
N -2.3639 2.3972 -1.0554 0.3 0.9 0.4
H 1.3567 -1.4059 3.8718 -0.1 0.2 0.1
O 1.4741 0.8888 1.9140 -0.8 -0.6 0.5
N 2.0250 -2.4550 -0.8876 -0.2 -0.7 -0.1
H 3.9486 -1.8835 -0.3201 -0.2 0.1 -0.1
C -1.2218 -1.3844 2.9812 -0.4 -0.5 -0.9
N -1.5997 -1.6475 1.6699 0.0 -0.2 1.6
H 1.4650 2.2523 0.3489 -0.2 0.3 -0.4
H 2.6927 -1.5517 0.8831 -0.1 0.2 -0.3
H -0.7620 -2.7887 -3.6953 0.2 -0.3 0.3
H -2.3881 2.5168 2.6861 0.0 -0.2 0.0
H 2.8057 -0.5240 -0.5732 -0.1 -0.3 0.0
C 0.4545 0.1785 1.8697 0.4 0.0 -1.2
C 0.7284 -0.5997 4.2807 -0.3 -0.3 -0.1
O -1.5775 -1.3803 -0.5654 -0.7 -1.2 4.0
```
Forces are in eV/Å.

Output
Orbital gap (spin up / spin down), eV: 2.84 / 1.66
Highest occupied orbital energy (spin up / spin down), eV: 1.31 / 2.49
DFT total energy, eV: -52292.0162
LUMO (spin up / spin down), eV: 4.14 / 4.15
Strongest force on any atom, eV/A: 4.26
Charge: -2